{
  "formula": "C71H125O46P7",
  "method": "wB97M-V/def2-TZVPD",
  "e_tot_ha": -8631.16731,
  "e_homo_ev": -7.38,
  "orbital_gap_ev": 7.58,
  "spin_multiplicity": 1,
  "elements": ["C", "C", "C", "C", "C", "C", "O", "O", "H", "H", "H", "H", "H", "H", "C", "C", "C", "C", "C", "C", "O", "O", "H", "H", "H", "H", "H", "H", "C", "C", "C", "C", "C", "C", "O", "O", "H", "H", "H", "H", "H", "H", "C", "C", "C", "C", "C", "C", "O", "O", "H", "H", "H", "H", "H", "H", "C", "C", "C", "C", "C", "C", "O", "O", "H", "H", "H", "H", "H", "H", "C", "C", "C", "C", "C", "C", "O", "O", "H", "H", "H", "H", "H", "H", "C", "C", "C", "C", "C", "C", "O", "O", "H", "H", "H", "H", "H", "H", "C", "O", "P", "O", "O", "C", "O", "C", "H", "H", "H", "H", "H", "H", "H", "H", "H", "C", "O", "P", "O", "O", "C", "O", "C", "H", "H", "H", "H", "H", "H", "H", "H", "H", "C", "O", "P", "O", "O", "C", "O", "C", "H", "H", "H", "H", "H", "H", "H", "H", "H", "C", "O", "P", "O", "O", "C", "O", "C", "H", "H", "H", "H", "H", "H", "H", "H", "H", "C", "O", "P", "O", "O", "C", "O", "C", "H", "H", "H", "H", "H", "H", "H", "H", "H", "C", "O", "P", "O", "O", "C", "O", "C", "H", "H", "H", "H", "H", "H", "H", "H", "H", "C", "O", "P", "O", "O", "C", "O", "C", "H", "H", "H", "H", "H", "H", "H", "H", "H", "C", "O", "C", "C", "O", "C", "H", "H", "H", "H", "H", "H", "H", "H", "H", "H", "C", "O", "C", "C", "O", "C", "H", "H", "H", "H", "H", "H", "H", "H", "H", "H"],
  "xyz": [[-3.99615, 4.14274, 5.45241], [-4.31249, 4.76895, 4.23091], [-4.10140, 4.09166, 3.09023], [-3.47817, 2.83882, 3.11124], [-3.04019, 2.30150, 4.35257], [-3.36462, 2.94466, 5.51263], [-2.89954, 2.52123, 6.67611], [-4.34892, 4.67592, 1.95088], [-4.33859, 4.58765, 6.37501], [-4.95864, 5.63284, 4.18000], [-3.31698, 2.26031, 2.21361], [-2.60264, 1.31567, 4.40823], [-2.11919, 2.03219, 6.40501], [-3.57317, 4.51656, 1.40827], [4.85124, -2.81576, -7.08071], [3.92424, -1.84711, -6.68263], [3.53390, -0.83156, -7.61957], [4.14105, -0.77381, -8.89659], [5.09461, -1.71176, -9.24494], [5.27194, -2.80794, -8.40819], [5.91279, -3.91859, -8.94834], [2.58605, 0.10009, -7.12588], [5.20730, -3.66544, -6.51709], [3.52385, -1.91020, -5.68158], [3.93545, -0.07914, -9.69755], [5.55436, -1.72713, -10.22207], [6.10897, -4.70768, -8.43800], [1.99772, 0.32862, -7.84924], [-1.05362, 0.76306, 8.73284], [-0.38194, 0.76777, 9.92641], [0.97007, 0.68419, 9.92764], [1.64074, 0.45219, 8.82041], [1.02813, 0.27461, 7.59279], [-0.31622, 0.50873, 7.55747], [-0.88382, 0.32947, 6.32921], [1.79426, 0.62963, 11.02145], [-2.12977, 0.85226, 8.71475], [-0.98180, 0.93276, 10.80922], [2.68617, 0.20814, 8.93836], [1.56462, -0.09419, 6.73107], [-0.73958, -0.47759, 5.82977], [1.30859, 0.68215, 11.84786], [3.14520, -6.30788, 2.72987], [1.86574, -5.71954, 2.91234], [1.80133, -4.34494, 3.10842], [2.89509, -3.51880, 3.02976], [4.14258, -4.07225, 2.85063], [4.24815, -5.46565, 2.71003], [5.46790, -6.05780, 2.59020], [0.61337, -3.76724, 3.46683], [3.43159, -7.34877, 2.69938], [0.99135, -6.33898, 3.04700], [2.84296, -2.44246, 2.95776], [4.96488, -3.40462, 2.63969], [6.24333, -5.49327, 2.63025], [0.59923, -2.85904, 3.77757], [0.42823, 5.74843, -0.53427], [-0.69426, 4.97139, -0.69559], [-1.29707, 4.26122, 0.33556], [-0.78269, 4.41438, 1.64076], [0.29953, 5.20207, 1.88787], [0.84133, 5.85394, 0.81434], [1.85903, 6.71153, 1.11065], [-2.55654, 3.71519, 0.05937], [0.90139, 6.51418, -1.13105], [-1.17907, 5.00344, -1.66013], [-1.09931, 3.88722, 2.52860], [0.77217, 5.31133, 2.85279], [1.66676, 7.64110, 0.96733], [-2.59488, 3.20871, -0.75524], [7.39050, 1.17006, -5.03101], [5.99646, 0.99071, -5.26560], [5.10485, 2.10575, -5.28749], [5.58039, 3.34609, -5.05958], [6.92487, 3.53982, -4.80287], [7.77259, 2.47187, -4.71258], [9.07288, 2.75609, -4.43504], [3.73123, 1.98204, -5.47126], [8.03970, 0.30704, -5.04290], [5.55239, 0.01162, -5.36849], [4.90148, 4.18534, -5.09353], [7.27172, 4.52697, -4.53525], [9.58092, 2.54506, -5.22178], [3.41361, 1.12916, -5.77677], [2.97225, 2.36997, 5.88599], [3.26004, 1.29457, 5.02590], [2.44559, 1.05067, 3.92204], [1.34197, 1.78589, 3.70334], [1.00207, 2.83594, 4.59526], [1.82648, 3.11988, 5.68331], [1.33898, 4.00076, 6.70253], [2.83356, 0.07402, 3.09969], [3.39131, 2.56009, 6.86306], [4.06590, 0.58909, 5.16480], [0.73106, 1.49699, 2.86088], [0.03497, 3.28426, 4.42172], [1.00472, 4.82025, 6.33062], [3.66025, 0.27367, 2.65436], [1.60521, 3.97590, -3.74313], [2.67944, 4.72808, -4.16048], [2.57894, 6.07109, -5.12406], [3.71725, 6.28249, -6.13045], [2.12458, 7.24573, -4.06116], [3.05360, 8.25817, -3.66001], [1.18273, 5.90951, -5.98813], [0.51126, 7.01244, -6.64775], [1.28029, 4.10244, -2.71041], [1.66233, 2.88841, -3.79008], [0.58909, 4.12270, -4.10930], [2.71030, 9.24810, -3.96050], [3.95304, 8.22403, -4.27477], [3.32950, 8.35954, -2.61039], [0.47547, 7.90107, -6.01754], [-0.44799, 6.53567, -6.84926], [1.17206, 7.16719, -7.50069], [-2.92596, -2.74086, -2.47596], [-3.84074, -1.95384, -3.21664], [-3.40091, -1.47722, -4.68797], [-4.46939, -0.95056, -5.59568], [-2.32052, -0.37498, -4.41425], [-0.94347, -0.56500, -4.31364], [-2.56201, -2.84100, -5.23680], [-3.24812, -4.00641, -5.53463], [-2.88674, -2.32321, -1.46992], [-1.93212, -2.88998, -2.89805], [-3.47141, -3.65754, -2.25169], [-0.64667, -0.41021, -3.27631], [-0.49595, 0.20255, -4.94505], [-0.62361, -1.53956, -4.68245], [-4.31769, -3.84148, -5.66464], [-2.97292, -4.81666, -4.85945], [-2.83754, -4.36866, -6.47712], [3.90731, -4.26166, -1.67020], [2.61104, -3.82085, -1.93062], [1.43560, -4.93406, -1.93167], [1.91507, -6.29468, -2.41950], [0.90935, -4.84614, -0.38953], [0.08341, -3.81945, 0.07540], [0.24577, -4.27322, -2.83118], [0.43922, -4.10609, -4.26468], [4.09919, -5.25742, -2.06990], [4.29488, -3.93631, -0.70478], [4.46813, -3.87749, -2.52226], [-0.48651, -4.15172, 0.94310], [-0.58949, -3.50988, -0.72426], [0.58329, -2.90402, 0.39195], [1.05047, -3.22738, -4.47046], [-0.58406, -4.04307, -4.63484], [0.88948, -5.03654, -4.61059], [-3.32071, -2.05361, 7.43810], [-2.28301, -3.03325, 7.44768], [-1.46493, -3.39543, 6.07038], [-0.71825, -2.24231, 5.43487], [-0.41151, -4.60284, 6.40358], [-0.93525, -5.82877, 6.83745], [-2.65885, -4.00476, 5.22734], [-2.61822, -4.73253, 4.05357], [-3.30356, -1.37830, 8.29352], [-4.29051, -2.55091, 7.42121], [-3.11009, -1.42685, 6.57155], [-0.84251, -6.45561, 5.95056], [-1.96026, -5.81824, 7.20803], [-0.30340, -6.23520, 7.62720], [-2.89506, -5.76782, 4.25268], [-1.68168, -4.80608, 3.50078], [-3.21120, -4.28284, 3.25717], [5.66651, 2.57755, -1.55058], [5.36156, 1.55021, -0.52915], [5.59393, 2.00432, 1.07158], [5.03551, 1.12739, 2.11762], [7.22026, 2.35641, 1.09552], [8.05150, 2.52836, 2.27469], [4.94950, 3.48810, 1.06115], [3.70886, 3.74295, 1.70480], [6.62049, 2.45391, -2.06316], [5.70593, 3.58845, -1.14484], [4.86467, 2.55948, -2.28871], [7.51499, 2.83207, 3.17359], [8.85886, 3.24268, 2.11340], [8.65486, 1.64440, 2.48124], [3.22907, 2.80163, 1.97279], [3.01529, 4.32733, 1.10019], [3.74531, 4.29255, 2.64538], [-6.51882, 0.82194, -3.33993], [-5.09214, 1.00924, -3.33187], [-4.33454, 2.44201, -2.92676], [-3.00291, 2.32739, -2.23411], [-4.26920, 3.27257, -4.34191], [-3.62483, 2.71589, -5.53100], [-5.42724, 3.20680, -2.09242], [-5.28446, 4.53355, -1.56552], [-6.89574, 0.50972, -4.31386], [-7.28279, 1.52474, -3.00744], [-6.64515, -0.02751, -2.66868], [-3.98830, 1.70049, -5.68896], [-2.53615, 2.67192, -5.49988], [-4.04621, 3.18812, -6.41844], [-5.29113, 4.49571, -0.47620], [-6.12020, 5.17231, -1.85122], [-4.39009, 4.96572, -2.01434], [-9.22354, -1.71183, -0.28710], [-8.20241, -0.76456, -0.35580], [-7.75133, 0.12109, 0.96323], [-7.45309, -0.71814, 2.12404], [-8.90416, 1.25727, 1.03545], [-8.90400, 2.17980, -0.05403], [-6.35892, 0.87250, 0.39924], [-5.22692, 0.09476, -0.00731], [-8.86729, -2.70571, -0.55806], [-9.90227, -1.39771, -1.08005], [-9.76070, -1.86633, 0.64868], [-8.46947, 1.83467, -0.99220], [-8.32676, 3.05503, 0.24410], [-9.96518, 2.30823, -0.26730], [-4.53613, 0.32974, 0.80243], [-4.74042, 0.43849, -0.92014], [-5.50567, -0.95314, -0.11819], [0.15796, -8.75513, 0.79314], [-1.24438, -8.78676, 0.41212], [-1.69590, -7.41863, 0.03492], [-2.68733, -6.88615, 1.15545], [-3.46513, -5.81186, 0.71330], [-4.86350, -6.11165, 0.36578], [0.59627, -9.75123, 0.85447], [0.34363, -8.09497, 1.64038], [0.63657, -8.32885, -0.08852], [-2.22932, -7.52348, -0.90984], [-0.99099, -6.59028, -0.03603], [-1.97380, -6.44158, 1.84923], [-3.24800, -7.70964, 1.59775], [-4.85178, -6.81349, -0.46813], [-5.30536, -5.14314, 0.13153], [-5.42987, -6.42605, 1.24240], [-1.09184, -0.92748, 1.95807], [-1.48096, 0.28343, 1.32744], [-1.19787, 0.45925, -0.04187], [0.25170, 0.85428, -0.46236], [0.73696, -0.25111, -1.22146], [2.13141, -0.17280, -1.29568], [-1.02454, -1.70393, 1.19605], [-1.75865, -1.33683, 2.71694], [-0.11549, -0.79216, 2.42341], [-2.00319, 1.09818, -0.40426], [-1.44815, -0.45255, -0.58417], [0.83255, 1.10688, 0.42472], [0.34502, 1.75705, -1.06602], [2.62822, 0.70421, -0.88081], [2.70517, -0.32004, -2.21069], [2.48858, -1.00168, -0.68455]],
  "mulliken_charge": [-0.626, -0.793, 0.102, -0.172, -0.660, -0.085, -0.615, -0.681, 0.432, 0.427, 1.032, 0.868, 0.040, 0.046, -0.770, -0.647, 0.223, -0.501, -0.887, 0.939, -0.551, -0.403, 0.281, 1.029, 0.393, 0.409, 0.309, 0.200, -0.645, -0.878, 0.558, -0.632, 0.083, -0.205, 1.515, -0.566, 0.556, 0.324, 0.447, 0.552, -0.436, 0.293, -0.773, -0.323, -0.039, -0.789, -0.658, 0.629, -0.577, 0.993, 0.478, 0.417, 0.641, 0.420, 0.300, -0.472, -0.886, 0.036, 0.530, -0.020, -0.776, -0.162, -0.536, 0.975, 0.481, 0.567, 0.239, 0.496, 0.306, -0.488, -0.846, -0.321, 0.028, 0.162, -0.548, 0.340, -0.553, -0.222, 0.476, 0.299, 0.303, 0.417, 0.344, 0.057, -0.875, -0.731, 0.582, 1.215, -0.712, -0.367, -0.650, -0.081, 0.452, 0.487, -0.241, 0.514, 0.320, 0.113, -0.831, 0.003, 0.991, -0.725, -0.225, -0.890, -0.301, -0.718, 0.199, 0.308, 0.470, 0.319, 0.346, 0.278, 0.264, 0.204, 0.315, -0.483, -0.191, 0.562, -0.805, 0.304, -0.745, -0.297, -0.832, -0.058, 0.272, 0.393, 0.339, 0.313, 0.060, 0.367, 0.257, 0.264, -1.069, 0.207, 0.145, -0.837, 0.225, -0.516, 0.394, -0.561, 0.401, 0.235, 0.281, 0.078, 0.358, 0.289, 0.150, -0.098, 0.519, -0.411, -0.393, 0.415, -0.543, -0.321, -0.794, -0.374, -0.532, 0.199, 0.302, 0.066, 0.236, 0.349, 0.276, 0.471, -0.211, 0.452, -0.245, -0.351, 0.784, -0.481, -0.398, -0.702, -0.348, 0.124, 0.115, 0.416, 0.043, 0.293, 0.292, 0.307, -0.291, 0.043, 0.245, -1.052, 0.657, -0.560, -0.029, -0.355, -0.416, -0.387, -0.682, 0.373, 0.282, 0.286, 0.108, 0.149, 0.380, 0.201, 0.321, 0.298, -0.854, -0.231, 0.379, -0.710, -0.327, -0.361, 0.374, -0.379, 0.248, 0.286, 0.334, 0.008, 0.231, 0.348, 0.161, -0.240, 0.567, -0.339, -0.478, 0.550, -0.322, 0.039, -0.854, 0.367, 0.027, 0.209, 0.298, -0.504, -0.286, 0.488, 0.309, 0.173, 0.335, -0.042, 0.573, 1.047, 0.250, 0.384, -0.894, -0.498, 0.256, -0.145, -0.824, -0.385, -0.101, 0.033, 0.263, 0.280, 0.148]
}